Entry 1:
Molecular formula: CH3F2OPS
Method: DFT, ωB97M-V with the def2-TZVPD basis set

```
9
Properties=species:S:1:pos:R:3:forces:R:3:nbo_charge:R:1
C 0.458 -0.556 -1.130 2.1 3.6 1.2 -0.23
O 0.336 -0.810 0.253 -1.6 1.3 3.1 -0.77
F 0.262 1.729 0.637 -0.9 -2.4 1.0 -0.54
F -2.269 0.576 0.081 3.5 -0.5 2.1 -0.64
P -0.263 0.306 1.245 -1.3 1.2 -2.2 1.91
S -0.166 0.125 3.161 -0.4 0.1 -2.2 -0.33
H 1.198 -1.213 -1.389 1.7 -1.6 -1.2 0.20
H 0.849 0.497 -1.204 -0.4 -1.1 -0.5 0.19
H -0.404 -0.654 -1.654 -2.7 -0.4 -1.3 0.21
```
Positions in Å, forces in eV/Å.

## Properties
Max |F|   4.29 eV Å⁻¹
ΔE to the lowest compared entry with this formula, charge and spin   66.0 kcal per mole
Gap between HOMO and LUMO   0.3394 Ha
Total charge   0
E_HOMO   -11.1 eV



Entry 2:
Molecular formula: CH3F2P
Method: DFT, ωB97M-V with the def2-TZVPD basis set

```
7
Properties=species:S:1:pos:R:3:forces:R:3:nbo_charge:R:1
C -0.305 0.547 0.467 3.9 -3.1 -0.1 0.38
F 0.418 1.510 -0.007 0.2 0.5 0.0 -0.28
F 1.036 -0.525 1.521 -2.5 1.9 -1.7 -0.59
P -0.697 -0.772 -0.809 0.2 0.8 -0.5 0.25
H -0.894 0.903 1.243 -1.2 0.1 1.6 0.18
H 0.081 0.047 -1.714 -0.6 -0.6 0.1 0.00
H 0.363 -1.711 -0.702 -0.1 0.4 0.6 0.06
```
Positions in Å, forces in eV/Å.

## Properties
Max |F|   5.02 eV Å⁻¹
ΔE to the lowest compared entry with this formula, charge and spin   51.3 kcal per mole
Gap between HOMO and LUMO   0.3609 Ha
Total charge   0
E_HOMO   -10.5 eV



Entry 3:
Molecular formula: CH3F3N2O
Method: DFT, ωB97M-V with the def2-TZVPD basis set

```
10
Properties=species:S:1:pos:R:3:forces:R:3:nbo_charge:R:1
C -1.921 0.619 -0.248 -5.3 -3.0 -0.8 -0.09
N -0.037 0.611 1.035 1.1 -1.0 2.0 0.33
N 1.922 -1.442 -0.207 0.5 0.4 3.5 0.14
O -0.756 1.126 0.079 2.9 3.2 -1.0 -0.37
F 1.007 1.543 1.278 -1.5 -0.6 -0.7 -0.25
F 0.586 -1.801 -0.308 -0.2 0.3 -0.7 -0.25
F 2.284 -0.820 -1.362 -0.6 0.7 -0.2 -0.22
H -2.445 -0.333 0.175 1.8 1.9 -0.4 0.19
H 1.842 -0.667 0.611 0.3 -1.5 -2.7 0.32
H -2.482 1.165 -1.052 1.1 -0.4 1.1 0.19
```
Positions in Å, forces in eV/Å.

## Properties
Max |F|   6.16 eV Å⁻¹
ΔE to the lowest compared entry with this formula, charge and spin   12.7 kcal per mole
Gap between HOMO and LUMO (spin up / spin down)   0.3316 / 0.3435 Ha
Spin multiplicity   3
Total charge   0
E_HOMO (spin up / spin down)   -8.0 / -10.8 eV



Entry 4:
Molecular formula: CH3F3N2S
Method: DFT, ωB97M-V with the def2-TZVPD basis set

```
10
Properties=species:S:1:pos:R:3:forces:R:3:nbo_charge:R:1
C 0.947 -3.078 -1.810 -3.2 0.1 0.1 0.78
N -0.459 1.112 -2.643 0.9 -2.7 3.8 -1.08
N -1.665 -2.113 -1.429 -1.6 2.0 1.4 -0.66
F 1.132 -1.896 -1.229 0.2 -0.6 0.6 -0.31
F 1.704 -3.100 -2.884 0.8 -1.0 0.0 -0.31
F 1.093 -4.126 -0.930 0.9 1.3 -1.1 -0.33
S -1.109 -3.110 -2.285 2.8 -1.7 -1.0 0.84
H 0.397 0.562 -2.552 0.1 0.5 0.2 0.35
H -1.145 0.373 -2.427 -0.2 1.2 -1.1 0.37
H -0.380 1.557 -3.484 -0.8 0.9 -2.8 0.36
```
Positions in Å, forces in eV/Å.

## Properties
Max |F|   4.73 eV Å⁻¹
ΔE to the lowest compared entry with this formula, charge and spin   16.0 kcal per mole
Gap between HOMO and LUMO   0.3014 Ha
Total charge   0
E_HOMO   -9.6 eV



Entry 5:
Molecular formula: CH3FIP
Method: DFT, ωB97M-V with the def2-TZVPD basis set

```
7
Properties=species:S:1:pos:R:3:forces:R:3:nbo_charge:R:1
C -0.610 0.442 -0.330 2.6 0.9 2.9 -0.85
F 0.427 -1.556 -1.666 -0.4 0.0 0.0 -0.58
P -0.915 -1.259 -0.796 0.7 -0.3 -0.6 0.99
I -2.173 1.005 0.982 0.0 0.0 -0.2 0.17
H 0.924 0.775 0.844 -2.6 -0.7 -2.4 0.11
H -0.424 1.183 -1.094 0.0 0.0 0.0 0.22
H -0.422 -1.850 0.375 -0.2 0.0 0.4 -0.07
```
Positions in Å, forces in eV/Å.

## Properties
Max |F|   3.94 eV Å⁻¹
ΔE to the lowest compared entry with this formula, charge and spin   75.1 kcal per mole
Gap between HOMO and LUMO   0.3055 Ha
Total charge   0
E_HOMO   -9.2 eV



Entry 6:
Molecular formula: CH3FN2P2
Method: DFT, ωB97M-V with the def2-TZVPD basis set

```
9
Properties=species:S:1:pos:R:3:forces:R:3:nbo_charge:R:1
C 1.261 -0.109 -0.112 1.2 -1.4 1.0 -0.42
N -0.157 -0.176 -0.190 0.9 0.2 -0.2 -1.13
N -2.473 -0.725 -0.139 0.5 2.3 -0.6 -1.10
F -1.267 1.729 0.946 -0.2 0.2 -1.0 -0.58
P -1.134 -1.476 0.171 -0.7 0.2 -0.2 1.20
P -1.184 1.124 -0.564 -1.9 -3.1 2.3 1.44
H 1.705 -1.047 -0.507 0.0 1.0 -0.8 0.21
H 1.689 -0.158 0.901 -0.6 0.4 0.3 0.19
H 1.561 0.839 -0.505 0.8 0.3 -0.8 0.20
```
Positions in Å, forces in eV/Å.

## Properties
Max |F|   4.30 eV Å⁻¹
ΔE to the lowest compared entry with this formula, charge and spin   15.5 kcal per mole
Gap between HOMO and LUMO (spin up / spin down)   0.3051 / 0.3051 Ha
Total charge   0
E_HOMO (spin up / spin down)   -9.1 / -9.1 eV



Entry 7:
Molecular formula: CH3FNO2S
Method: DFT, ωB97M-V with the def2-TZVPD basis set

```
9
Properties=species:S:1:pos:R:3:forces:R:3:nbo_charge:R:1
C 1.441 0.045 -1.138 2.8 0.2 2.0 0.50
N 2.359 -0.637 -0.574 -1.3 0.9 -1.5 -0.68
O -1.770 -0.247 0.742 1.7 -1.9 -1.8 -1.06
O -4.163 -0.166 1.484 1.1 0.4 -1.2 -1.05
F 1.511 1.432 -1.334 -0.2 -1.9 -0.1 -0.36
S -2.869 0.560 1.192 -2.7 3.0 2.3 1.37
H 0.528 -0.440 -1.394 -0.9 0.4 -0.4 0.19
H 3.248 -0.187 -0.356 -0.5 0.5 0.0 0.35
H -3.184 1.680 -0.029 0.1 -1.6 0.6 -0.26
```
Positions in Å, forces in eV/Å.

## Properties
Max |F|   4.69 eV Å⁻¹
ΔE to the lowest compared entry with this formula, charge and spin   48.6 kcal per mole
Gap between HOMO and LUMO   0.2304 Ha
Total charge   -1
E_HOMO   -2.6 eV



Entry 8:
Molecular formula: CH3FNO4S
Method: DFT, ωB97M-V with the def2-TZVPD basis set

```
11
Properties=species:S:1:pos:R:3:forces:R:3:nbo_charge:R:1
O -0.925 -0.312 2.049 -0.1 2.0 -1.6 -0.96
S -0.676 0.780 1.070 2.0 -1.0 -0.5 2.37
O 0.598 1.524 1.339 -2.7 -0.8 -0.4 -0.98
F -1.873 1.911 1.358 1.2 -1.3 -0.7 -0.52
N -0.886 0.377 -0.532 0.2 0.6 3.1 -0.97
C -0.216 -0.882 -0.830 -1.2 -0.1 0.1 0.03
O 0.973 -0.698 -1.632 -1.0 -0.5 -0.1 -0.30
O 2.018 -0.332 -0.771 0.8 0.4 0.5 -0.48
H 0.001 -1.524 0.060 0.1 0.6 -0.6 0.18
H -0.920 -1.473 -1.482 0.9 0.5 0.2 0.16
H 1.905 0.628 -0.629 -0.4 -0.3 0.0 0.47
```
Positions in Å, forces in eV/Å.

## Properties
Max |F|   3.21 eV Å⁻¹
Gap between HOMO and LUMO   0.3192 Ha
SMILES string   O=[S@]([O-])(F)=NCOO
Total charge   -1
E_HOMO   -4.6 eV



Entry 9:
Molecular formula: CH3FNOPS
Method: DFT, ωB97M-V with the def2-TZVPD basis set

```
9
Properties=species:S:1:pos:R:3:forces:R:3:nbo_charge:R:1
O -1.057 1.170 0.745 -0.1 0.2 0.1 -0.55
C -0.608 0.228 0.160 -0.6 -0.2 0.7 0.46
P -1.143 -1.530 0.480 -0.3 -0.1 -0.4 0.20
N 0.311 0.321 -0.858 0.8 0.6 -1.1 -0.83
S 0.968 1.764 -1.367 0.7 -0.7 0.7 0.79
F 2.372 1.767 -0.470 -0.8 0.1 -0.5 -0.49
H 0.133 -1.931 0.868 0.4 -0.2 0.1 -0.01
H -1.547 -1.253 1.777 -0.2 0.1 0.4 0.02
H 0.572 -0.536 -1.336 0.0 0.3 0.1 0.41
```
Positions in Å, forces in eV/Å.

## Properties
Max |F|   1.50 eV Å⁻¹
ΔE to the lowest compared entry with this formula, charge and spin   0.0 kcal per mole
Gap between HOMO and LUMO   0.3649 Ha
SMILES string   O=C(P)NSF
Total charge   0
E_HOMO   -9.7 eV



Entry 10:
Molecular formula: CH3FO3PS
Method: DFT, ωB97M-V with the def2-TZVPD basis set

```
10
Properties=species:S:1:pos:R:3:forces:R:3:nbo_charge:R:1
C -0.285 -0.780 -0.237 -1.1 1.7 -2.6 -0.31
O 1.261 1.252 -1.246 -1.0 0.0 -0.2 -1.00
O 1.056 0.995 1.209 -0.6 -0.2 -1.1 -1.02
O 2.472 -0.430 -0.017 0.2 -1.4 -0.6 -1.01
F -0.138 -2.109 0.018 0.5 -0.3 0.5 -0.37
P -1.183 0.210 1.060 -0.5 0.8 -0.3 0.34
S 1.260 0.345 -0.116 1.9 0.2 1.1 2.32
H -0.865 -0.733 -1.323 1.9 0.2 2.6 0.18
H -1.156 1.343 0.139 -0.1 -0.5 0.9 -0.01
H -2.422 -0.093 0.514 -1.2 -0.5 -0.3 -0.13
```
Positions in Å, forces in eV/Å.

## Properties
Max |F|   3.25 eV Å⁻¹
ΔE to the lowest compared entry with this formula, charge and spin   12.2 kcal per mole
Gap between HOMO and LUMO   0.3381 Ha
Total charge   -1
E_HOMO   -5.2 eV



Entry 11:
Molecular formula: CH3IN4
Method: DFT, ωB97M-V with the def2-TZVPD basis set

```
9
Properties=species:S:1:pos:R:3:forces:R:3:nbo_charge:R:1
C 2.078 -0.540 0.571 -2.2 -0.9 -0.4 -0.11
N 1.506 -1.753 0.234 2.9 3.0 0.4 -0.32
N 0.281 -1.809 -0.098 -1.7 -1.9 0.2 -0.03
N 0.168 0.476 -0.062 -0.2 1.5 -0.4 -0.55
N -0.370 -0.713 -0.265 0.8 1.6 -0.6 -0.13
I 3.959 0.096 -0.044 0.1 -0.5 0.0 0.18
H 1.718 0.139 1.350 0.2 -0.8 -0.3 0.23
H -0.192 1.097 -0.851 0.6 -0.9 1.1 0.33
H -1.099 -0.709 -0.950 -0.6 -1.1 -0.2 0.38
```
Positions in Å, forces in eV/Å.

## Properties
Max |F|   4.16 eV Å⁻¹
ΔE to the lowest compared entry with this formula, charge and spin   83.1 kcal per mole
Gap between HOMO and LUMO (spin up / spin down)   0.3073 / 0.3074 Ha
Total charge   0
E_HOMO (spin up / spin down)   -8.4 / -8.4 eV



Entry 12:
Molecular formula: CH3INOP
Method: DFT, ωB97M-V with the def2-TZVPD basis set

```
8
Properties=species:S:1:pos:R:3:forces:R:3:nbo_charge:R:1
O -2.650 0.822 -0.767 -0.5 2.0 -1.6 -0.54
C -2.284 -0.061 -0.108 -0.5 -2.3 2.3 0.63
I -3.715 -0.959 1.296 0.0 -0.2 0.0 -0.07
N -1.069 -0.592 0.022 1.4 1.6 -1.6 -0.90
P 0.214 0.298 -0.912 -1.4 1.0 1.4 0.56
H -0.804 -1.441 0.473 -0.7 -0.2 0.5 0.43
H 0.822 -0.870 -0.985 1.7 -2.0 -0.6 -0.07
H 0.973 0.632 0.265 -0.2 0.1 -0.4 -0.04
```
Positions in Å, forces in eV/Å.

## Properties
Max |F|   3.25 eV Å⁻¹
ΔE to the lowest compared entry with this formula, charge and spin   8.1 kcal per mole
Gap between HOMO and LUMO   0.3640 Ha
SMILES string   O=C(I)NP
Total charge   0
E_HOMO   -9.6 eV



Entry 13:
Molecular formula: CH3IO2
Method: DFT, ωB97M-V with the def2-TZVPD basis set

```
7
Properties=species:S:1:pos:R:3:forces:R:3:nbo_charge:R:1
C 1.945 -1.042 -0.442 2.1 3.2 -2.6 -0.15
O 1.603 -1.824 0.372 -1.7 -3.9 4.2 -0.27
O -0.527 0.455 0.383 2.7 0.4 -1.0 -0.93
I 3.607 0.177 0.030 0.7 0.3 0.5 0.17
H 1.672 -0.749 -1.384 -1.1 0.3 -2.1 0.24
H -1.387 0.472 0.692 -2.8 -0.1 1.1 0.46
H -0.321 1.388 0.234 0.1 -0.2 0.0 0.47
```
Positions in Å, forces in eV/Å.

## Properties
Max |F|   5.97 eV Å⁻¹
ΔE to the lowest compared entry with this formula, charge and spin   1.3 kcal per mole
Gap between HOMO and LUMO (spin up / spin down)   0.2497 / 0.2529 Ha
Spin multiplicity   3
Total charge   0
E_HOMO (spin up / spin down)   -6.2 / -10.1 eV



Entry 14:
Molecular formula: CH3IO2S2
Method: DFT, ωB97M-V with the def2-TZVPD basis set

```
9
Properties=species:S:1:pos:R:3:forces:R:3:nbo_charge:R:1
C -1.050 -0.442 1.307 3.6 1.8 3.9 -0.55
O 1.495 -1.483 -2.054 0.2 -0.6 0.1 -0.76
O -0.644 1.801 -1.076 -1.1 1.2 -0.7 -0.89
S 1.128 -0.154 -2.579 0.0 0.7 -0.2 0.75
S 0.092 0.612 -0.781 1.1 -0.9 0.8 0.99
I 2.038 1.433 0.566 -0.1 -0.3 -0.3 -0.09
H -0.268 -1.122 1.535 0.8 -1.1 -0.7 0.17
H -0.949 0.188 2.240 -1.3 0.1 -1.6 0.20
H -1.841 -0.834 0.841 -3.2 -0.8 -1.5 0.17
```
Positions in Å, forces in eV/Å.

## Properties
Max |F|   5.61 eV Å⁻¹
ΔE to the lowest compared entry with this formula, charge and spin   103.3 kcal per mole
Gap between HOMO and LUMO (spin up / spin down)   0.2955 / 0.2346 Ha
Total charge   0
E_HOMO (spin up / spin down)   -9.6 / -8.5 eV



Entry 15:
Molecular formula: CH3IO3S
Method: DFT, ωB97M-V with the def2-TZVPD basis set

```
9
Properties=species:S:1:pos:R:3:forces:R:3:nbo_charge:R:1
C -1.179 0.279 -0.153 -0.8 4.2 0.5 -0.28
O 0.905 -0.824 1.377 -0.1 -0.6 0.5 -0.87
O -0.912 -1.030 -0.297 0.2 -3.7 -0.4 -0.68
O 1.952 0.330 -1.231 -0.2 -0.3 0.2 -0.86
S 0.399 -1.724 0.328 -0.2 0.8 -0.2 1.31
I 2.528 1.011 0.386 0.5 0.5 -0.2 0.78
H -0.394 0.841 -0.709 -0.6 0.0 0.2 0.21
H -1.089 0.624 0.952 -0.6 -0.5 -1.8 0.19
H -2.209 0.493 -0.652 1.8 -0.4 1.2 0.21
```
Positions in Å, forces in eV/Å.

## Properties
Max |F|   4.25 eV Å⁻¹
ΔE to the lowest compared entry with this formula, charge and spin   76.7 kcal per mole
Gap between HOMO and LUMO (spin up / spin down)   0.2504 / 0.2973 Ha
Total charge   0
E_HOMO (spin up / spin down)   -8.7 / -9.2 eV



Entry 16:
Molecular formula: CH3IO4S
Method: DFT, ωB97M-V with the def2-TZVPD basis set

```
10
Properties=species:S:1:pos:R:3:forces:R:3:nbo_charge:R:1
C 0.488 0.251 0.141 -0.3 1.4 -1.6 -0.29
O 1.501 -2.011 -1.033 -0.3 -0.1 -0.3 -0.90
O 2.991 -2.353 0.933 -0.6 1.2 -0.3 -0.87
O 1.247 -0.554 0.964 4.7 -1.0 0.4 -0.62
O 3.544 -0.777 -0.922 -2.7 -0.5 1.4 -0.84
S 2.315 -1.495 0.005 0.0 -1.8 0.6 2.44
I 4.353 0.623 0.129 1.3 1.5 0.7 0.48
H -0.266 0.841 0.639 0.1 -0.1 0.6 0.21
H 0.086 -0.506 -0.423 -2.3 -0.8 -2.2 0.20
H 1.060 0.874 -0.568 0.1 0.1 0.6 0.18
```
Positions in Å, forces in eV/Å.

## Properties
Max |F|   4.85 eV Å⁻¹
ΔE to the lowest compared entry with this formula, charge and spin   21.5 kcal per mole
Gap between HOMO and LUMO   0.3320 Ha
Total charge   0
E_HOMO   -10.3 eV



Entry 17:
Molecular formula: CH3IOP2
Method: DFT, ωB97M-V with the def2-TZVPD basis set

```
8
Properties=species:S:1:pos:R:3:forces:R:3:nbo_charge:R:1
O -1.544 -1.275 0.021 -1.3 -0.4 0.7 -1.04
P -0.143 -0.769 -0.663 0.0 -0.3 -0.4 0.87
P 1.086 -0.118 1.061 -0.9 0.1 0.4 0.26
I 3.101 0.336 -0.152 0.7 -0.1 -0.3 -0.12
C -0.011 0.951 -0.011 -3.6 -2.1 3.0 -1.01
H -2.076 -2.110 -0.073 1.6 1.2 -0.3 0.54
H 0.524 1.522 -0.625 1.9 2.5 -2.5 0.23
H -0.936 1.462 0.442 1.5 -1.0 -0.6 0.27
```
Positions in Å, forces in eV/Å.

## Properties
Max |F|   5.09 eV Å⁻¹
ΔE to the lowest compared entry with this formula, charge and spin   0.3 kcal per mole
Gap between HOMO and LUMO   0.3204 Ha
SMILES string   OP1#P(I)C1
Total charge   0
E_HOMO   -8.6 eV



Entry 18:
Molecular formula: CH3IOS
Method: DFT, ωB97M-V with the def2-TZVPD basis set

```
7
Properties=species:S:1:pos:R:3:forces:R:3:nbo_charge:R:1
C 0.038 -0.418 0.528 3.7 2.1 -1.6 0.18
O -0.214 -1.658 0.278 -1.7 -1.5 -1.1 -0.63
S -0.587 1.892 -0.547 0.9 -1.6 -0.3 -0.46
I 1.136 2.250 -2.252 -0.7 -0.3 0.8 0.01
H -1.142 -2.008 0.386 1.2 1.0 0.2 0.51
H -0.374 0.103 1.312 -1.2 0.8 1.7 0.17
H 1.143 -0.162 0.295 -2.1 -0.4 0.4 0.21
```
Positions in Å, forces in eV/Å.

## Properties
Max |F|   4.54 eV Å⁻¹
ΔE to the lowest compared entry with this formula, charge and spin   35.8 kcal per mole
Gap between HOMO and LUMO (spin up / spin down)   0.2691 / 0.2691 Ha
Total charge   0
E_HOMO (spin up / spin down)   -8.1 / -8.1 eV



Entry 19:
Molecular formula: CH3IOS
Method: DFT, ωB97M-V with the def2-TZVPD basis set

```
7
Properties=species:S:1:pos:R:3:forces:R:3:nbo_charge:R:1
C 0.320 -0.609 0.337 -4.0 3.9 2.3 -0.27
O 0.472 0.280 -0.816 0.1 -1.1 1.5 -0.62
S 0.132 -0.520 -2.151 -0.2 -0.1 -1.4 0.31
I -1.383 3.146 0.514 0.0 -0.1 0.0 0.00
H 0.807 -0.188 1.205 0.9 0.0 -0.2 0.20
H 0.464 -1.606 0.166 0.9 -2.3 -0.8 0.20
H -0.812 -0.503 0.745 2.2 -0.3 -1.4 0.18
```
Positions in Å, forces in eV/Å.

## Properties
Max |F|   6.01 eV Å⁻¹
ΔE to the lowest compared entry with this formula, charge and spin   52.1 kcal per mole
Gap between HOMO and LUMO (spin up / spin down)   0.2746 / 0.2226 Ha
Total charge   0
E_HOMO (spin up / spin down)   -8.9 / -9.3 eV



Entry 20:
Molecular formula: CH3IOS2
Method: DFT, ωB97M-V with the def2-TZVPD basis set

```
8
Properties=species:S:1:pos:R:3:forces:R:3:nbo_charge:R:1
C -0.002 0.312 -0.020 0.6 0.8 3.2 -0.27
O 1.071 1.098 -0.469 3.3 1.4 -0.5 -0.71
S 3.551 2.703 -0.239 -0.5 -0.2 -0.3 -0.26
S 2.497 1.291 0.444 -1.2 -0.5 0.2 0.74
I 3.677 -0.920 0.015 -0.3 0.2 -0.1 -0.11
H 0.403 -0.711 0.314 -1.3 1.2 -0.9 0.20
H -0.610 0.494 -0.884 -1.1 -1.2 -0.1 0.23
H -0.454 0.896 0.894 0.4 -1.5 -1.5 0.18
```
Positions in Å, forces in eV/Å.

## Properties
Max |F|   3.59 eV Å⁻¹
ΔE to the lowest compared entry with this formula, charge and spin   27.3 kcal per mole
Gap between HOMO and LUMO (spin up / spin down)   0.2730 / 0.2730 Ha
Total charge   0
E_HOMO (spin up / spin down)   -9.0 / -9.0 eV